Entry 1:
Below is C23H28BiF9O3 as an isolated structure at a distorted geometry, with properties calculated with ωB97M-V with the def2-TZVPD basis set.

The geometry in ORCA input format:
```
! wB97M-V def2-TZVPD RIJCOSX def2/J DEFGRID3
* xyz 0 1
O 0.53 0.30 -5.92
C 0.35 1.59 -6.55
C 0.11 1.02 -7.93
H 1.26 2.21 -6.49
H -0.52 2.12 -6.13
C 0.33 -0.33 -7.21
H 0.87 1.27 -8.67
H -0.91 1.17 -8.31
C 1.56 -1.08 -7.68
H 2.44 -0.43 -7.72
H 1.40 -1.49 -8.69
H 1.77 -1.93 -7.02
C -0.89 -1.23 -7.18
H -1.78 -0.68 -6.87
H -0.72 -2.08 -6.51
H -1.08 -1.64 -8.18
Bi 0.20 0.28 2.23
C -2.21 -0.45 3.29
C -1.98 0.94 3.43
C -2.02 1.56 2.14
H -1.83 1.59 4.27
C -2.35 0.53 1.22
C -2.45 -0.71 1.91
H -2.66 -1.69 1.50
H -2.12 -1.22 4.05
H -1.75 2.61 2.03
H -2.59 0.71 0.18
C 1.31 -1.76 3.57
C 0.42 -2.43 2.66
C 0.91 -2.20 1.34
H -0.46 -2.95 3.01
C 2.05 -1.31 1.41
C 2.25 -0.96 2.80
H 2.91 -0.24 3.24
H 1.38 -2.00 4.58
H 0.53 -2.70 0.48
H 2.69 -1.00 0.62
O 0.41 0.58 -0.22
C -0.05 -0.33 -1.30
C -0.36 0.61 -2.46
H -0.92 -0.92 -0.94
H 0.79 -1.01 -1.46
C 0.55 1.84 -2.19
H -1.41 0.92 -2.35
H -0.18 0.13 -3.43
C 0.51 2.01 -0.68
H 0.23 2.76 -2.70
H 1.57 1.56 -2.45
H -0.38 2.56 -0.33
H 1.42 2.41 -0.20
F -0.40 2.39 6.05
C -0.84 1.22 6.56
F -0.74 1.18 7.90
F -2.14 1.12 6.20
C 0.02 0.06 5.86
O 0.02 0.14 4.57
C 1.62 0.42 6.14
F 1.89 0.63 7.46
F 2.43 -0.59 5.70
F 1.94 1.52 5.42
C -0.58 -1.35 6.39
F -0.22 -1.55 7.68
F -1.93 -1.29 6.23
F -0.20 -2.43 5.66
*
```

Properties
* HOMO: -7.3 eV
* frontier orbital gap: 6.59 eV

=====

Entry 2:
Below is an isolated molecule of C23H28ClN5O4, with properties calculated with ωB97M-V with the def2-TZVPD basis set.

The geometry in ORCA input format:
```
! wB97M-V def2-TZVPD RIJCOSX def2/J DEFGRID3
* xyz 0 1
C 0.09 0.76 -4.34
H 0.77 1.58 -4.60
O 0.63 -0.07 -3.35
C 1.77 -0.78 -3.65
C 2.48 -0.68 -4.83
C 3.62 -1.44 -5.02
C 4.07 -2.32 -4.04
C 3.37 -2.42 -2.84
C 2.23 -1.65 -2.64
N 1.48 -1.70 -1.47
C 1.87 -2.09 -0.23
O 2.94 -2.57 0.08
C 0.74 -1.87 0.79
N -0.09 -0.75 0.40
C 0.57 0.52 0.63
C -0.24 1.63 -0.03
N -1.57 1.66 0.57
C -2.39 2.77 0.14
C -3.48 3.08 1.17
O -4.51 3.65 0.88
N -3.11 2.67 2.41
C -3.80 2.73 3.61
C -5.01 3.40 3.76
C -5.64 3.43 4.99
C -5.08 2.80 6.09
C -3.88 2.12 5.95
C -3.25 2.09 4.73
Cl -1.75 1.23 4.57
H -3.44 1.62 6.80
H -5.58 2.82 7.04
H -6.58 3.96 5.09
H -5.43 3.89 2.90
H -2.22 2.16 2.42
H -2.87 2.62 -0.84
H -1.77 3.67 0.06
C -2.23 0.38 0.35
C -1.41 -0.73 1.00
H -1.89 -1.69 0.83
H -1.35 -0.56 2.09
H -3.22 0.42 0.80
H -2.33 0.16 -0.72
H 0.24 2.60 0.15
H -0.28 1.45 -1.12
H 1.57 0.49 0.19
H 0.66 0.73 1.71
H 1.18 -1.76 1.79
H 0.13 -2.78 0.79
H 0.59 -1.22 -1.50
H 3.70 -3.09 -2.07
N 5.22 -3.07 -4.30
C 5.65 -4.21 -3.68
O 5.07 -4.76 -2.77
C 6.95 -4.73 -4.27
H 6.80 -4.98 -5.32
H 7.72 -3.97 -4.20
H 7.26 -5.61 -3.73
H 5.74 -2.77 -5.11
H 4.17 -1.35 -5.95
H 2.17 -0.01 -5.61
H -0.16 0.20 -5.25
H -0.82 1.18 -3.92
*
```

Properties
* HOMO: -7.9 eV
* frontier orbital gap: 8.45 eV
* SMILES: COc1ccc(NC(C)=O)cc1NC(=O)CN1CCN(CC(=O)Nc2ccccc2Cl)CC1
* ΔE to the lowest compared entry with this formula, charge and spin: 0.0 kJ/mol

=====

Entry 3:
Below is an isolated molecule of C23H28F2N2O4 at a distorted geometry, with properties calculated with ωB97M-V with the def2-TZVPD basis set.

The geometry in ORCA input format:
```
! wB97M-V def2-TZVPD RIJCOSX def2/J DEFGRID3
* xyz 0 1
C 5.66 -5.05 -5.34
C 4.89 -4.66 -4.09
O 4.15 -3.49 -4.39
C 3.37 -2.94 -3.44
C 2.65 -1.80 -3.82
C 1.83 -1.15 -2.93
C 1.69 -1.63 -1.62
C 2.38 -2.78 -1.26
C 3.21 -3.43 -2.14
H 3.74 -4.31 -1.81
H 2.25 -3.16 -0.25
C 0.81 -0.99 -0.61
O 0.30 -1.63 0.30
N 0.61 0.33 -0.75
H 1.04 0.83 -1.51
C -0.12 1.14 0.21
C -1.64 1.08 -0.07
O -2.34 2.04 -0.31
N -2.10 -0.18 -0.02
H -1.47 -0.92 0.27
C -3.51 -0.48 -0.05
H -4.02 0.41 -0.43
H -3.70 -1.32 -0.72
C -4.03 -0.81 1.36
C -3.66 0.30 2.30
C -4.40 1.48 2.34
C -4.01 2.53 3.14
C -2.87 2.42 3.92
C -2.12 1.26 3.90
C -2.52 0.21 3.08
H -1.92 -0.69 3.06
H -1.23 1.15 4.50
O -2.57 3.55 4.69
C -1.55 3.54 5.55
F -1.65 2.57 6.49
F -0.34 3.34 4.96
H -1.52 4.52 6.07
H -4.58 3.45 3.17
H -5.28 1.57 1.73
H -3.58 -1.75 1.70
H -5.11 -0.94 1.32
H 0.02 0.66 1.19
C 0.46 2.56 0.28
C 0.26 3.34 -1.02
H -0.80 3.45 -1.22
H 0.70 4.33 -0.92
H 0.73 2.86 -1.87
C -0.15 3.31 1.46
H 0.04 2.79 2.39
H 0.29 4.31 1.53
H -1.22 3.42 1.32
H 1.54 2.45 0.45
H 1.27 -0.29 -3.27
H 2.77 -1.44 -4.83
H 5.58 -4.47 -3.26
H 4.21 -5.47 -3.80
H 6.34 -4.24 -5.63
H 6.24 -5.95 -5.15
H 4.98 -5.23 -6.16
*
```

Properties
* HOMO: -8.7 eV
* frontier orbital gap: 9.44 eV
* SMILES: CCOc1ccc(C(=O)N[C@H](C(=O)NCCc2ccc(OC(F)F)cc2)C(C)C)cc1
* ΔE to the lowest compared entry with this formula, charge and spin: 0.0 kJ/mol

=====

Entry 4:
Below is an isolated molecule of C23H28F3NO4, with properties calculated with ωB97M-V with the def2-TZVPD basis set.

The geometry in ORCA input format:
```
! wB97M-V def2-TZVPD RIJCOSX def2/J DEFGRID3
* xyz 0 1
C -4.65 -3.45 0.13
C -3.34 -3.63 -0.62
H -2.62 -4.18 0.00
H -3.50 -4.16 -1.57
O -2.76 -2.38 -1.01
C -2.05 -1.72 -0.08
O -1.90 -2.12 1.05
C -1.45 -0.45 -0.66
C -0.52 0.23 0.37
H -0.21 1.19 -0.03
C 0.72 -0.61 0.65
N 1.44 -0.89 -0.58
C 0.61 -1.65 -1.49
C -0.60 -0.82 -1.89
H -1.21 -1.36 -2.61
H -0.24 0.10 -2.35
H 1.19 -1.89 -2.38
H 0.27 -2.61 -1.03
C 2.71 -1.55 -0.32
C 3.66 -0.65 0.39
C 4.11 -0.63 1.68
C 4.99 0.47 1.78
C 5.01 1.06 0.55
O 4.21 0.38 -0.30
C 5.75 2.25 0.03
O 7.15 2.07 0.01
C 7.57 1.06 -0.89
H 8.66 1.05 -0.85
H 7.18 0.08 -0.59
H 7.24 1.28 -1.91
H 5.60 3.11 0.68
H 5.38 2.48 -0.98
H 5.53 0.79 2.65
H 3.85 -1.33 2.45
H 2.59 -2.47 0.27
H 3.15 -1.82 -1.29
H 1.38 -0.05 1.31
H 0.43 -1.54 1.16
H -1.06 0.39 1.30
C -2.59 0.50 -1.11
C -3.28 1.20 0.02
C -4.03 0.44 0.93
C -4.66 1.02 2.01
C -4.58 2.39 2.21
C -3.88 3.17 1.31
C -3.24 2.58 0.22
C -2.54 3.48 -0.76
F -2.62 4.78 -0.42
F -1.22 3.23 -0.89
F -3.05 3.39 -2.00
H -3.83 4.24 1.44
H -5.07 2.86 3.05
H -5.23 0.41 2.70
H -4.10 -0.62 0.78
H -2.15 1.22 -1.80
H -3.32 -0.09 -1.67
H -5.11 -4.42 0.29
H -5.33 -2.83 -0.44
H -4.46 -2.99 1.10
*
```

Properties
* HOMO: -8.4 eV
* frontier orbital gap: 9.19 eV
* SMILES: CCOC(=O)C1(Cc2ccccc2C(F)(F)F)CCN(Cc2ccc(COC)o2)CC1
* ΔE to the lowest compared entry with this formula, charge and spin: 0.0 kJ/mol

=====

Entry 5:
Below is C23H28IrN2O as an isolated structure at a distorted geometry, with properties calculated with ωB97M-V with the def2-TZVPD basis set.

The geometry in ORCA input format:
```
! wB97M-V def2-TZVPD RIJCOSX def2/J DEFGRID3
* xyz 1 1
Ir 0.40 -0.53 0.33
C -2.76 -2.07 1.10
C -1.30 -1.92 1.39
C -0.81 -0.97 2.31
C 0.56 -0.86 2.60
C 1.07 0.15 3.59
C 1.46 -1.75 1.96
C 1.01 -2.69 1.02
C 1.95 -3.61 0.30
C -0.37 -2.73 0.72
H -3.37 -1.56 1.85
H -3.04 -3.13 1.09
H -3.01 -1.64 0.13
H -1.50 -0.32 2.83
H 1.48 1.02 3.09
H 1.87 -0.30 4.20
H 0.28 0.48 4.26
H 2.52 -1.68 2.17
H 2.05 -3.32 -0.75
H 1.58 -4.63 0.34
H 2.94 -3.59 0.75
H -0.72 -3.43 -0.03
O -2.66 1.14 -0.59
C -2.04 1.51 -1.82
C -2.18 0.42 -2.87
C -1.46 -0.89 -2.48
C 0.02 -0.81 -2.71
C 0.48 -0.84 -4.02
C 1.83 -0.74 -4.30
C 2.72 -0.60 -3.25
C 2.21 -0.55 -1.97
N 0.90 -0.68 -1.69
H -3.62 1.15 -0.73
H -0.99 1.70 -1.59
H -2.47 2.44 -2.20
H -1.80 0.77 -3.83
H -3.25 0.22 -3.01
H -1.84 -1.70 -3.10
H -1.68 -1.14 -1.44
H -0.24 -0.95 -4.82
H 2.18 -0.77 -5.33
H 3.78 -0.50 -3.41
H 2.86 -0.40 -1.12
N 1.03 1.24 0.10
C 0.69 2.27 0.94
C -0.58 2.41 1.54
C -0.85 3.49 2.36
C 0.13 4.44 2.63
C 1.39 4.33 2.03
C 1.66 3.28 1.18
H -1.35 1.70 1.29
H -1.84 3.60 2.80
H -0.08 5.28 3.27
H 2.14 5.08 2.22
H 2.62 3.18 0.69
*
```

Properties
* HOMO (alpha / beta): -10.4 / -10.5 eV
* frontier orbital gap (alpha / beta): 7.05 / 7.08 eV
* ΔE to the lowest compared entry with this formula, charge and spin: 0.0 kJ/mol

=====

Entry 6:
Below is C23H28IrN7Sb as an isolated structure, with properties calculated with ωB97M-V with the def2-TZVPD basis set.

The geometry in ORCA input format:
```
! wB97M-V def2-TZVPD RIJCOSX def2/J DEFGRID3
* xyz 3 1
Ir -0.31 0.74 0.79
C 0.00 2.42 3.60
C 0.19 3.27 2.38
C 0.45 4.63 2.55
C 0.61 5.45 1.46
C 0.48 4.90 0.19
C 0.22 3.56 0.04
N 0.08 2.75 1.14
Sb 0.06 2.90 -2.04
C 1.41 1.28 -1.59
C 2.56 1.03 -2.31
C 3.56 0.23 -1.76
C 3.44 -0.24 -0.46
C 2.27 0.04 0.23
C 2.01 -0.28 1.67
N 1.29 0.73 -0.37
C -1.78 1.89 -1.54
C -2.97 2.07 -2.23
C -4.17 1.70 -1.63
C -4.19 1.24 -0.33
C -2.98 1.09 0.32
C -2.80 0.70 1.76
N -1.83 1.36 -0.31
H 0.78 2.63 4.33
H 0.01 1.35 3.40
H -0.95 2.67 4.09
H 0.54 5.01 3.56
H 0.81 6.51 1.59
H 0.60 5.53 -0.68
H 2.69 1.46 -3.30
H 4.46 0.02 -2.32
H 4.23 -0.80 0.02
H 2.57 0.40 2.32
H 2.24 -1.31 1.92
H 0.94 -0.18 2.02
H -2.96 2.51 -3.22
H -5.10 1.82 -2.18
H -5.11 1.00 0.18
H -2.99 1.55 2.42
H -1.77 0.32 2.05
H -3.43 -0.13 2.06
C 0.14 -4.72 -2.60
C 0.97 -4.83 -1.32
C 2.19 -3.91 -1.36
C 0.12 -4.61 -0.07
N -0.52 -3.27 -0.05
C -1.73 -2.90 -0.50
N -1.87 -1.61 -0.31
N -0.72 -1.23 0.25
N 0.10 -2.21 0.42
H 0.74 -5.00 -3.46
H -0.21 -3.70 -2.77
H -0.73 -5.39 -2.58
H 1.32 -5.86 -1.22
H 1.89 -2.86 -1.48
H 2.82 -4.17 -2.21
H 2.79 -4.00 -0.45
H 0.70 -4.68 0.85
H -0.70 -5.32 -0.02
H -2.45 -3.56 -0.94
*
```

Properties
* HOMO: -18.5 eV
* frontier orbital gap: 8.57 eV
* ΔE to the lowest compared entry with this formula, charge and spin: 0.0 kJ/mol

=====

Entry 7:
Below is C23H28N2O2P2S3Y as an isolated structure, with properties calculated with ωB97M-V with the def2-TZVPD basis set.

The geometry in ORCA input format:
```
! wB97M-V def2-TZVPD RIJCOSX def2/J DEFGRID3
* xyz -1 1
Y -0.26 -0.25 1.84
C -1.01 -4.66 1.39
C -1.40 -3.22 1.56
O -0.51 -2.36 1.18
C -2.59 -2.88 2.14
C -2.92 -1.49 2.35
C -3.37 -1.05 3.71
N -2.79 -0.57 1.43
N -2.77 -1.03 0.12
C -1.86 -0.49 -0.63
O -0.91 0.31 -0.23
C -1.88 -0.82 -2.09
C -0.96 -0.21 -2.93
C -0.95 -0.52 -4.29
C -1.85 -1.43 -4.81
C -2.78 -2.04 -3.96
C -2.79 -1.74 -2.61
H -0.07 -4.86 1.91
H -1.78 -5.35 1.74
H -0.83 -4.85 0.32
H -3.18 -3.65 2.63
H -4.29 -1.59 3.96
H -2.63 -1.28 4.48
H -3.57 0.02 3.73
H -0.26 0.49 -2.51
H -0.22 -0.04 -4.94
H -1.84 -1.67 -5.86
H -3.48 -2.75 -4.36
H -3.50 -2.20 -1.94
S -0.35 1.13 4.20
C 1.32 0.56 4.18
S 1.59 -1.08 3.64
S 2.58 1.55 4.62
C 3.80 -0.08 0.95
P 2.13 -0.15 0.22
C 2.20 -1.61 -0.88
C 2.15 1.27 -0.94
C 2.85 1.22 -2.15
C 2.84 2.29 -3.02
C 2.14 3.45 -2.69
C 1.46 3.51 -1.49
C 1.45 2.44 -0.60
P 0.53 2.49 0.99
C 1.50 3.72 1.93
C -0.97 3.45 0.58
H 4.57 0.00 0.18
H 3.96 -0.98 1.55
H 3.86 0.76 1.63
H 3.11 -1.66 -1.48
H 1.33 -1.60 -1.53
H 2.14 -2.50 -0.25
H 3.39 0.32 -2.42
H 3.38 2.23 -3.96
H 2.13 4.29 -3.37
H 0.92 4.42 -1.24
H 1.53 4.68 1.41
H 2.52 3.36 2.09
H 1.05 3.84 2.92
H -0.75 4.44 0.19
H -1.55 3.55 1.50
H -1.56 2.88 -0.13
*
```

Properties
* HOMO: -4.1 eV
* frontier orbital gap: 6.65 eV
* ΔE to the lowest compared entry with this formula, charge and spin: 75.1 kJ/mol

=====

Entry 8:
Below is an isolated molecule of C23H28N2O5 at a distorted geometry, with properties calculated with ωB97M-V with the def2-TZVPD basis set.

The geometry in ORCA input format:
```
! wB97M-V def2-TZVPD RIJCOSX def2/J DEFGRID3
* xyz 0 1
C 6.86 0.59 -1.78
C 6.16 -0.30 -0.97
C 6.52 -1.38 -0.43
O 5.44 -2.04 0.35
C 4.37 -1.32 0.17
C 3.07 -1.36 1.01
C 2.13 -0.36 0.91
C 2.48 0.90 -0.20
C 3.69 0.99 -0.80
C 4.71 -0.09 -0.51
H 3.94 2.01 -1.31
C 1.37 1.98 -0.33
C 0.33 1.58 0.35
C 0.08 0.66 1.31
O -0.99 0.34 1.74
O 0.95 -0.39 1.49
C -0.80 2.58 0.47
H -0.49 3.70 0.40
H -1.26 2.79 1.30
C -1.82 2.47 -0.64
C -3.30 2.16 -0.45
O -4.29 2.70 -0.88
N -3.42 1.52 0.78
H -2.68 1.07 1.39
C -4.72 1.12 0.92
C -4.63 -0.54 1.44
N -4.47 -1.65 0.34
C -3.09 -1.34 -0.20
C -3.09 -2.79 -0.94
O -3.89 -2.75 -2.05
C -5.23 -2.48 -1.70
H -5.91 -2.55 -2.66
C -5.39 -1.31 -0.74
H -6.46 -1.45 -0.39
H -5.27 -0.51 -1.36
H -5.47 -3.28 -1.03
H -1.99 -2.82 -1.67
H -3.20 -3.63 -0.17
H -2.44 -1.52 0.68
H -3.01 -0.50 -0.70
H -5.61 -0.90 2.04
H -4.09 -0.70 2.44
H -5.53 1.16 0.41
H -5.05 1.33 2.11
H -1.90 3.28 -1.56
H -1.30 1.45 -1.28
C 1.83 2.93 -1.10
H 1.01 3.53 -1.22
H 2.05 2.76 -2.23
H 2.44 3.70 -0.71
C 2.81 -2.39 1.79
H 3.65 -3.07 1.85
H 2.11 -2.91 1.33
H 2.58 -2.18 2.93
H 7.39 -2.10 -0.36
H 7.83 0.25 -1.83
H 6.91 1.51 -1.48
H 6.21 0.72 -2.76
*
```

Properties
* HOMO: -7.9 eV
* frontier orbital gap: 7.11 eV
* SMILES: Cc1coc2c(C)c3oc(=O)c(CCC(=O)NCCN4CCOCC4)c(C)c3cc12
* ΔE to the lowest compared entry with this formula, charge and spin: 1753.9 kJ/mol

=====

Number 1: calculated total energy -2232.13071 a.u.. Number 2: calculated total energy -1928.23944 a.u.. Number 3: calculated total energy -1503.50211 a.u.. Number 4: calculated total energy -1548.55469 a.u.. Number 5: calculated total energy -1182.06777 a.u.. Number 6: calculated total energy -1620.13921 a.u.. Number 7: calculated total energy -3069.08123 a.u.. Number 8: calculated total energy -1378.36986 a.u..